{"formula": "C36H28AsBeN5OS", "method": "wB97M-V/def2-TZVPD", "de_lowest_kcal_mol": 7.12, "e_homo_ev": -6.85, "elements": ["Be", "C", "C", "C", "C", "C", "C", "N", "C", "C", "C", "C", "C", "C", "N", "N", "C", "C", "C", "C", "C", "N", "H", "H", "H", "H", "H", "H", "H", "H", "H", "H", "H", "H", "H", "S", "C", "N", "O", "As", "C", "C", "C", "C", "C", "C", "C", "C", "C", "C", "C", "C", "C", "C", "C", "C", "C", "C", "H", "H", "H", "H", "H", "H", "H", "H", "H", "H", "H", "H", "H", "H", "H"], "coordinates": [[0.4804, 1.4020, -0.4788], [3.6109, -2.0119, -3.3489], [3.6746, -0.7561, -3.9372], [3.1184, 0.3551, -3.3212], [2.4829, 0.2486, -2.0754], [2.4150, -1.0270, -1.5022], [2.9646, -2.1342, -2.1265], [1.8582, 1.3200, -1.4356], [2.0996, 2.6182, -1.8273], [3.3404, 3.1757, -2.1916], [3.4337, 4.5111, -2.5094], [2.3129, 5.3569, -2.4900], [1.0892, 4.8419, -2.1384], [0.9937, 3.4919, -1.8082], [-0.2063, 2.8180, -1.4752], [-1.2686, 3.4037, -1.7219], [-2.4621, 2.6289, -1.6129], [-3.6460, 3.3427, -1.7276], [-4.8358, 2.6364, -1.7246], [-4.7914, 1.2554, -1.6203], [-3.5491, 0.6423, -1.5178], [-2.4024, 1.3123, -1.5119], [4.0451, -2.8747, -3.8365], [4.1535, -0.6358, -4.9019], [3.1507, 1.3097, -3.8291], [1.9004, -1.1532, -0.5652], [2.8781, -3.1046, -1.6500], [4.2205, 2.5468, -2.1833], [4.4015, 4.9256, -2.7652], [2.4194, 6.4053, -2.7322], [0.1998, 5.4565, -2.0983], [-3.6104, 4.4190, -1.8216], [-5.7816, 3.1548, -1.8134], [-5.6944, 0.6606, -1.6283], [-3.4733, -0.4362, -1.4319], [1.0061, 2.8580, 1.2547], [0.0414, 2.1043, 2.3915], [-0.6306, 1.5576, 3.1660], [-0.1423, 0.1309, 0.1433], [-0.4101, -0.9291, 1.4063], [-2.2037, -0.9039, 2.0583], [-3.0004, 0.2124, 1.8419], [-4.3244, 0.1856, 2.2499], [-4.8349, -0.9387, 2.8859], [-4.0267, -2.0441, 3.1129], [-2.7059, -2.0346, 2.6902], [0.9575, -0.9402, 2.7356], [2.2279, -0.5133, 2.3689], [3.2576, -0.6009, 3.2952], [3.0134, -1.1064, 4.5644], [1.7330, -1.5031, 4.9271], [0.6948, -1.4127, 4.0138], [-0.2612, -2.6376, 0.5212], [0.0914, -3.7905, 1.2138], [0.1447, -5.0062, 0.5464], [-0.1451, -5.0664, -0.8102], [-0.4784, -3.9111, -1.5044], [-0.5390, -2.6951, -0.8403], [-2.5794, 1.0914, 1.3777], [-4.9542, 1.0497, 2.0826], [-5.8688, -0.9546, 3.2067], [-4.4240, -2.9163, 3.6152], [-2.0862, -2.9100, 2.8409], [2.4118, -0.0862, 1.3926], [4.2489, -0.2642, 3.0230], [3.8220, -1.1795, 5.2802], [1.5388, -1.8686, 5.9269], [-0.3138, -1.6809, 4.3054], [0.3514, -3.7441, 2.2655], [0.4242, -5.9037, 1.0827], [-0.1038, -6.0159, -1.3286], [-0.6800, -3.9540, -2.5667], [-0.7740, -1.7839, -1.3770]], "lowdin_charge": [-0.0148, -0.1148, -0.0967, -0.0395, -0.2407, -0.0398, -0.0943, 0.0187, -0.2523, -0.0252, -0.0705, -0.0881, -0.0225, -0.2362, 0.0297, 0.1337, -0.3028, -0.0062, -0.0613, -0.0600, -0.1362, 0.1333, 0.0926, 0.0992, 0.1016, 0.0663, 0.1004, 0.1177, 0.1047, 0.0988, 0.1093, 0.1128, 0.1087, 0.1047, 0.1103, 0.7065, -0.8517, 0.0661, -0.3946, 1.2945, -0.2947, -0.1055, -0.0652, -0.0737, -0.0754, -0.0950, -0.3230, -0.0810, -0.0568, -0.0721, -0.0723, -0.0989, -0.2891, -0.0949, -0.0770, -0.0781, -0.0694, -0.0894, 0.0921, 0.1086, 0.1052, 0.1057, 0.0980, 0.0900, 0.1109, 0.1051, 0.1059, 0.1027, 0.1008, 0.1050, 0.1048, 0.1092, 0.1061]}